Entry 1:
This record from the Open Molecules 2025 dataset describes a molecular structure, C20H12Cl3F12FeGeNO2. The level of theory is the ωB97M-V functional and the def2-TZVPD basis.

Properties
* lowest unoccupied orbital energy (spin up / spin down): 2.48 / 0.44 eV
* multiplicity: 6
* largest force on an atom: 1.0 eV/Å
* net charge: -1
* M: 761.1 g/mol
* E_HOMO (spin up / spin down): -5.63 / -5.69 eV

Cartesian coordinates (Å):
1 Ge -1.47215 0.22882 -2.49768
2 Fe -0.08292 0.34676 -0.36861
3 Cl -1.31502 -1.62037 -3.72466
4 Cl -3.58576 0.66600 -2.90061
5 Cl -0.45813 1.71570 -3.84315
6 F 3.54436 -1.92255 -2.29763
7 F -4.03796 1.11139 1.06284
8 F 1.60658 -1.00632 -2.52212
9 F -1.25358 0.54136 3.97715
10 F 3.37943 0.23109 -2.44974
11 F 5.06480 -0.89848 -0.32516
12 F -0.12386 -0.91146 2.86466
13 F 4.02134 -0.56101 1.54508
14 F 4.19257 1.01985 0.09705
15 F -4.09045 0.26388 3.06272
16 F -2.93218 2.03475 2.65612
17 F -2.03955 -1.45017 3.70139
18 O -1.24616 0.83409 1.05728
19 O 1.77057 0.29199 -0.11423
20 N -0.17858 -1.62414 0.18686
21 C 2.91329 -4.33503 0.90828
22 C -4.21875 -2.78517 0.14581
23 C -1.36035 -0.45729 3.09281
24 C 0.59321 -3.74270 1.02958
25 C -3.26528 -3.49019 -0.57212
26 C -2.04842 -0.00702 1.75848
27 C 2.79774 -0.85927 -1.93889
28 C -1.52799 -2.04137 0.27137
29 C -2.47739 -1.28260 0.98042
30 C 2.61444 -0.72489 -0.39493
31 C -5.68238 -3.12393 0.04515
32 C 3.99151 -0.28483 0.23098
33 C -3.28980 0.85923 2.14446
34 C 0.84148 -2.47760 0.43603
35 C 4.03702 -5.30419 1.14956
36 C 3.17209 -3.07378 0.37621
37 C 1.60026 -4.64627 1.25734
38 C -1.93469 -3.12556 -0.50072
39 C -3.80112 -1.70632 0.91655
40 C 2.19816 -2.11544 0.15696
41 H 1.37105 -5.60426 1.71067
42 H -6.17369 -2.48211 -0.68955
43 H -1.19172 -3.64369 -1.09381
44 H -4.55969 -1.17363 1.47044
45 H 3.67576 -6.33248 1.17237
46 H -5.82923 -4.15786 -0.26784
47 H 4.79945 -5.22368 0.37395
48 H -3.56083 -4.31535 -1.20962
49 H -0.41825 -3.98373 1.32298
50 H -6.19060 -2.97895 0.99926
51 H 4.52350 -5.10305 2.10767
52 H 4.19797 -2.84307 0.12613

---

Entry 2:
This record from the Open Molecules 2025 dataset describes a molecular structure, C20H12F3MnN4O2S. The level of theory is the ωB97M-V functional and the def2-TZVPD basis.

Properties
* lowest unoccupied orbital energy (spin up / spin down): -9.31 / -8.30 eV
* multiplicity: 5
* largest force on an atom: 0.6 eV/Å
* net charge: +2
* M: 484.3 g/mol
* E_HOMO (spin up / spin down): -15.59 / -15.60 eV

Cartesian coordinates (Å):
1 Mn -0.28246 -0.82052 -0.61060
2 S 0.43607 5.29712 3.46972
3 F -3.97950 -1.94043 -1.93159
4 F -3.21301 -0.70059 -0.33433
5 F -2.00284 -1.01381 -2.09721
6 O -0.95620 -2.46601 -0.17586
7 O -2.66554 -3.89581 -0.42385
8 N 0.34946 3.75246 3.90997
9 N -0.18689 -0.28840 1.27569
10 N -0.11399 1.16305 -0.89963
11 N 0.35804 5.12827 1.87241
12 C 0.84194 -2.03954 -2.87200
13 C 2.08800 -2.95760 -0.54618
14 C 0.10094 3.23713 0.31127
15 C 1.43478 -3.85121 -1.39439
16 C 0.21795 3.04214 2.79979
17 C 0.07786 1.60077 2.73774
18 C 1.55536 -1.14273 -2.06336
19 C -0.02805 1.04539 1.46836
20 C -0.16157 1.84251 -2.04776
21 C 0.06515 3.93408 -0.90096
22 C 0.03003 0.73432 3.83879
23 C 0.79865 -3.39430 -2.53844
24 C -2.93500 -1.63428 -1.24015
25 C 2.15287 -1.60682 -0.87142
26 C -0.07903 3.23067 -2.07957
27 C -0.12720 -0.61995 3.62644
28 C -0.24406 -1.10962 2.32765
29 C 0.22496 3.83339 1.62679
30 C -2.18392 -2.83063 -0.58590
31 C -0.00527 1.84963 0.26625
32 H 0.14516 5.01359 -0.89927
33 H 0.38888 -1.69444 -3.79295
34 H 1.74717 -0.13215 -2.40196
35 H 2.72496 -0.92211 -0.25458
36 H -0.12480 3.73922 -3.03141
37 H -0.17367 -1.31219 4.45479
38 H 2.57212 -3.31867 0.35137
39 H -0.26377 1.26337 -2.95750
40 H -0.39175 -2.15941 2.11488
41 H 0.10932 1.13959 4.83949
42 H 0.28174 -4.08980 -3.18569
43 H 1.41713 -4.90568 -1.15484

---

Which value of net charge does entry 1 give?
-1